Entry from the Open Molecules 2025 dataset: a molecular structure, C45H58BGeN6ORe (ωB97M-V with the def2-TZVPD basis set).

Structure (XYZ):
```
113
Properties=species:S:1:pos:R:3:forces:R:3:lowdin_charge:R:1
Re -0.776154 -0.384762 0.028127 1.63 0.12 1.64 1.61
C -5.033217 -2.659322 2.224599 -0.04 -0.28 -0.06 0.01
C -4.316522 -1.501763 1.653865 0.27 0.55 -0.17 -0.21
C -4.566515 -0.148995 1.864796 0.43 -0.14 -0.16 0.07
C -3.606719 0.551797 1.142410 -0.55 0.04 0.39 -0.20
N -2.803574 -0.349247 0.545385 0.92 0.35 0.05 -0.05
N -3.254120 -1.587204 0.834141 -0.76 -0.63 0.42 0.04
B -2.687803 -2.753036 0.008552 0.47 0.38 0.15 -0.49
N -1.349642 -3.202295 0.607224 -0.27 -0.77 0.32 0.03
N -0.218487 -2.497239 0.349965 -0.46 1.49 -0.22 0.01
C 0.836963 -3.284416 0.642107 -0.11 -0.42 0.19 -0.20
C 0.341399 -4.479861 1.164248 -0.25 0.33 -0.01 0.05
C -1.038313 -4.407546 1.117411 0.56 0.24 -0.04 -0.23
C -2.012949 -5.444716 1.527289 -0.20 -0.01 -0.11 0.01
C 2.297298 -3.114880 0.309596 0.17 0.18 -0.14 -0.52
C 2.699226 -4.300691 -0.587986 -0.07 0.12 0.06 -0.02
C 2.580233 -1.832260 -0.462018 0.00 -0.09 0.24 -0.07
C 3.143803 -3.164650 1.587660 -0.15 0.00 -0.15 -0.02
N -2.380472 -2.207917 -1.419682 -0.45 -0.69 0.00 0.05
N -1.564612 -1.132443 -1.651180 0.52 0.35 -0.30 -0.07
C -1.602481 -0.857007 -2.978440 -0.35 -0.12 -0.63 -0.18
C -2.439313 -1.781810 -3.585407 0.17 0.08 0.46 0.07
C -2.915150 -2.616233 -2.578460 0.36 0.53 -0.17 -0.21
C -3.847837 -3.749239 -2.737442 -0.12 -0.17 0.15 0.01
C -0.888775 0.244592 -3.711184 0.11 0.19 0.08 -0.52
C -0.283453 1.294253 -2.781637 -0.13 -0.23 -0.04 -0.05
C -1.917611 0.930663 -4.625001 0.09 -0.09 0.11 -0.02
C 0.222803 -0.374474 -4.572336 -0.17 0.04 0.11 -0.01
C -3.594558 2.033274 0.889669 0.23 0.14 -0.03 -0.52
C -5.024919 2.412707 0.465863 0.14 -0.06 -0.06 -0.02
C -2.631537 2.372601 -0.246090 -0.34 -0.37 0.03 -0.05
C -3.187813 2.815529 2.143021 0.05 -0.18 -0.09 -0.02
H -5.876991 -2.317510 2.817925 0.00 -0.01 -0.01 0.10
H -4.366493 -3.230198 2.869964 -0.01 -0.05 0.05 0.09
H -5.398343 -3.327237 1.447230 -0.05 -0.07 -0.04 0.09
H -5.352099 0.256892 2.466692 -0.23 0.13 0.07 0.13
H -3.444812 -3.646507 -0.035150 -0.27 -0.31 -0.04 0.12
H 0.921022 -5.306512 1.511509 0.15 -0.29 0.05 0.13
H -1.474412 -6.301496 1.924333 -0.05 0.01 0.04 0.10
H -2.608181 -5.778367 0.679884 -0.06 -0.06 -0.05 0.09
H -2.698993 -5.069951 2.284913 -0.01 -0.02 0.06 0.09
H 2.103493 -4.315300 -1.497342 -0.05 -0.03 -0.14 0.10
H 2.578380 -5.251486 -0.078880 -0.05 -0.10 0.03 0.08
H 3.746101 -4.202439 -0.861853 0.13 0.02 -0.04 0.10
H 1.815329 -1.661894 -1.222627 0.02 0.06 -0.14 0.07
H 3.553418 -1.896835 -0.940766 0.11 0.01 -0.08 0.11
H 2.596832 -0.974813 0.209636 0.14 -0.11 -0.13 0.02
H 3.150672 -4.162231 2.013892 -0.01 -0.15 0.09 0.09
H 2.763330 -2.482915 2.342135 -0.01 0.10 0.12 0.06
H 4.167043 -2.888818 1.353433 0.20 0.02 0.01 0.10
H -2.704320 -1.845027 -4.620250 0.03 0.00 -0.22 0.13
H -4.084385 -3.871285 -3.790531 -0.04 -0.02 0.00 0.10
H -4.770261 -3.570009 -2.186674 -0.05 -0.06 0.01 0.10
H -3.401390 -4.672714 -2.372096 -0.04 -0.06 0.03 0.10
H -1.051943 1.945772 -2.374750 -0.05 0.06 0.13 0.07
H 0.425739 1.906911 -3.333519 0.05 0.07 0.02 0.10
H 0.273704 0.823824 -1.959355 0.11 0.15 -0.10 0.03
H -2.798603 1.229979 -4.062292 -0.10 0.09 0.04 0.09
H -2.230923 0.270633 -5.425406 -0.09 -0.10 -0.15 0.09
H -1.479179 1.812737 -5.078982 0.11 0.15 -0.06 0.10
H 1.005969 -0.802799 -3.951511 0.14 -0.08 0.07 0.08
H 0.653634 0.406205 -5.191747 0.14 0.08 -0.09 0.10
H -0.167966 -1.149700 -5.224983 -0.04 -0.10 -0.06 0.09
H -5.399408 1.725097 -0.291362 -0.03 0.02 -0.09 0.10
H -5.041077 3.417958 0.053680 0.01 0.15 0.01 0.10
H -5.702281 2.382120 1.313764 -0.09 0.01 0.09 0.09
H -2.930348 1.877480 -1.169295 -0.02 -0.04 -0.11 0.08
H -1.606339 2.088334 0.021117 0.36 -0.02 0.02 0.04
H -2.629205 3.445764 -0.418352 0.16 0.09 -0.04 0.11
H -3.824943 2.568138 2.986127 -0.12 -0.02 0.13 0.09
H -3.272061 3.880680 1.947341 -0.04 0.15 -0.01 0.09
H -2.158139 2.593708 2.408792 0.07 0.07 0.09 0.06
C 0.972921 -0.329082 3.300072 -0.08 0.07 -0.04 0.04
C 0.388329 0.284701 2.078399 -0.48 -0.06 0.52 -0.56
O -0.788337 0.728674 2.081562 -0.18 -0.49 -0.53 -0.03
H 0.359274 -0.050561 4.152670 -0.06 0.01 0.02 0.11
H 2.001496 -0.019236 3.458089 0.05 0.02 -0.01 0.08
H 0.946878 -1.415242 3.185249 0.03 -0.05 0.00 0.10
C 0.956819 0.318733 0.755705 -1.57 -0.22 -1.42 -0.20
Ge 2.371079 1.743603 0.461147 0.85 0.84 -0.01 1.07
C 1.313759 3.181593 1.334625 0.54 -0.72 -0.50 -0.28
C 0.476621 4.022841 0.616271 0.06 -0.04 -0.08 -0.11
C -0.253189 4.996310 1.278574 -0.08 -0.01 -0.10 -0.07
C -0.152662 5.119577 2.654698 -0.07 0.08 0.04 -0.06
C 0.670957 4.269919 3.375872 -0.06 -0.03 0.13 -0.06
C 1.400025 3.299483 2.715386 0.15 -0.07 0.02 -0.10
C 4.008069 1.407916 1.570035 -0.95 -0.01 -0.68 -0.26
C 4.935073 2.443342 1.580814 -0.11 0.08 -0.04 -0.10
C 6.067929 2.354470 2.370760 0.07 0.10 0.01 -0.06
C 6.268941 1.248544 3.179193 0.02 -0.09 -0.02 -0.06
C 5.362183 0.203494 3.151122 -0.01 -0.11 0.01 -0.06
C 4.251020 0.273479 2.326954 -0.07 -0.05 0.00 -0.13
C 2.855987 2.163951 -1.418308 -0.29 -0.26 0.87 -0.28
C 3.224189 3.478734 -1.689155 -0.12 0.06 0.21 -0.11
C 3.694027 3.827323 -2.944217 0.06 0.07 -0.08 -0.06
C 3.802645 2.866740 -3.936128 -0.01 0.05 0.03 -0.06
C 3.444849 1.556304 -3.668644 0.00 -0.12 -0.05 -0.07
C 2.980002 1.206169 -2.414764 0.01 -0.01 0.18 -0.14
H 0.420288 3.926245 -0.460152 -0.08 0.06 -0.12 0.10
H -0.904845 5.651286 0.718875 -0.02 0.12 -0.02 0.11
H -0.715633 5.884107 3.167316 -0.06 0.08 0.06 0.12
H 0.744597 4.355602 4.449423 0.01 0.09 0.09 0.11
H 2.066108 2.647675 3.267830 0.05 0.01 0.11 0.10
H 4.776307 3.323132 0.973389 0.03 0.13 -0.05 0.10
H 6.794217 3.152242 2.357999 0.05 0.10 0.02 0.12
H 7.139496 1.187169 3.811921 0.11 0.02 0.07 0.11
H 5.512897 -0.671290 3.765654 0.09 -0.09 0.04 0.11
H 3.584820 -0.572984 2.269990 -0.02 -0.06 0.06 0.05
H 3.149993 4.236134 -0.917755 -0.03 0.07 -0.01 0.10
H 3.986287 4.846594 -3.146125 0.01 0.09 -0.01 0.11
H 4.175399 3.134707 -4.911469 0.04 0.05 -0.12 0.11
H 3.538097 0.803607 -4.434791 0.03 -0.11 -0.13 0.11
H 2.712340 0.184402 -2.201795 0.00 -0.23 -0.08 0.07
```
Forces are in eV/Å.

The charge is +2. For the total energy, the calculation gives -117903.7732 eV. The frontier orbital gap (alpha / beta) comes out at 0.2359 / 0.2376 hartree. For the LUMO energy (alpha / beta), the calculation gives -0.2666 / -0.2649 Eh. Its energy above the lowest of the compared OMol25 structures with the same formula, charge and spin is 12.6 kcal per mole.